## P
Molecular formula: C3H6ClN
Method: DFT, ωB97M-V/def2-TZVPD

Geometry as ORCA input:
```
! wB97M-V def2-TZVPD RIJCOSX def2/J DEFGRID3
* xyz 0 1
Cl -0.5585 -1.3298 1.7068
N -0.8732 -0.8003 -0.9526
C 1.1562 0.2326 -0.0159
C 0.0647 1.1689 0.4482
C -0.2513 -0.2843 0.1676
H -1.8436 -0.5237 -1.1428
H 1.7671 -0.1749 0.7167
H -0.2583 1.9704 -0.0995
H 1.3454 0.3591 -1.0180
H -0.6135 -1.7590 -1.3325
H 0.0649 1.1410 1.5220
*
```

Properties
LUMO energy (eV): 1.0
HOMO-LUMO gap (eV): 10.5
SMILES: NC1(Cl)CC1


## Q
Molecular formula: C3H6ClN
Method: DFT, ωB97M-V/def2-TZVPD

Geometry as ORCA input:
```
! wB97M-V def2-TZVPD RIJCOSX def2/J DEFGRID3
* xyz 0 1
Cl -0.6188 -3.1132 0.5105
N 1.4909 -0.8788 0.5566
C 0.9228 -0.1131 -0.2304
C 1.0160 1.2564 -0.7012
C -1.7957 -1.9827 -0.1753
H 1.1655 -1.8285 0.8378
H 2.0868 1.5732 -0.8594
H -1.1473 -1.2304 -0.8767
H -2.4216 -1.5890 0.6214
H 0.5131 1.2611 -1.6917
H 0.5471 1.9045 -0.0441
*
```

Properties
LUMO energy (alpha / beta) (eV): -0.5 / 0.3
HOMO-LUMO gap (alpha / beta) (eV): 6.5 / 9.3


Unit: kJ/mol. Relative energies: P 0.0; Q 319.3.


## P
Molecular formula: ClHNO2P
Method: DFT, ωB97M-V/def2-TZVPD

Geometry as ORCA input:
```
! wB97M-V def2-TZVPD RIJCOSX def2/J DEFGRID3
* xyz 0 1
Cl -0.5176 -1.3099 -1.6413
P 0.8668 -0.5520 -0.4605
O -1.0713 1.3265 -0.3337
O 0.1808 1.1251 1.4658
N -0.1888 0.7743 0.3461
H 0.7302 -1.3640 0.6236
*
```

Properties
LUMO energy (eV): -0.4
HOMO-LUMO gap (eV): 10.2
SMILES: O=[N+]([O-])PCl


## Q
Molecular formula: ClHNO2P
Method: DFT, ωB97M-V/def2-TZVPD

Geometry as ORCA input:
```
! wB97M-V def2-TZVPD RIJCOSX def2/J DEFGRID3
* xyz 0 1
Cl 0.4880 1.8027 -1.3334
P 1.1984 0.7535 0.5460
O 1.5616 -0.8913 3.1432
O 0.1560 0.7356 1.6180
N 0.5599 -0.3133 3.4115
H 0.5107 -0.1283 4.4196
*
```

Properties
LUMO energy (alpha / beta) (eV): -1.5 / -1.5
HOMO-LUMO gap (alpha / beta) (eV): 7.7 / 7.7
SMILES: O=PCl.N=O


## R
Molecular formula: ClHNO2P
Method: DFT, ωB97M-V/def2-TZVPD

Geometry as ORCA input:
```
! wB97M-V def2-TZVPD RIJCOSX def2/J DEFGRID3
* xyz 0 1
Cl -2.7854 0.4220 -0.2925
P -0.6044 -0.3829 1.0766
O 0.5067 -1.7370 -0.7725
O -1.0981 -2.8123 0.1500
N -0.3705 -1.8771 -0.0308
H -0.3238 0.4771 0.0792
*
```

Properties
LUMO energy (alpha / beta) (eV): -3.0 / -3.0
HOMO-LUMO gap (alpha / beta) (eV): 7.9 / 7.9


Unit: kJ/mol. Relative energies: P 0.0; Q 34.7; R 202.1.


## P
Molecular formula: C4H5FN2O
Method: DFT, ωB97M-V/def2-TZVPD

Geometry as ORCA input:
```
! wB97M-V def2-TZVPD RIJCOSX def2/J DEFGRID3
* xyz 0 1
F -0.9176 2.0347 -1.9376
O -2.4722 1.0711 0.5858
N 0.6230 0.4617 -1.1240
N -0.4274 -0.1006 0.7443
C 0.6772 -0.3028 -0.0363
C 1.6868 -1.3626 0.2133
C -0.5329 1.1453 -1.0235
C -1.2267 0.8276 0.1267
H 2.1527 -1.7333 -0.6789
H -2.7939 1.6822 -0.0595
H 1.3591 -2.2070 0.7762
H 2.5037 -0.9290 0.8361
H -0.6318 -0.5872 1.5776
*
```

Properties
LUMO energy (eV): 0.7
HOMO-LUMO gap (eV): 8.6
SMILES: Cc1nc(F)c(O)[nH]1


## Q
Molecular formula: C4H5FN2O
Method: DFT, ωB97M-V/def2-TZVPD

Geometry as ORCA input:
```
! wB97M-V def2-TZVPD RIJCOSX def2/J DEFGRID3
* xyz 0 1
F 2.6211 -0.6565 0.0814
O -2.9640 0.1013 0.2200
N 0.2175 -1.1823 -0.0284
N -1.1445 -1.4123 -0.1202
C 1.8307 0.5466 0.0435
C -0.5858 0.9549 -0.1398
C -1.5730 -0.1528 -0.0569
C 0.5076 0.0848 -0.1143
H 0.8265 -1.9349 0.0955
H 2.2246 1.3076 -0.6651
H -3.3514 -0.8337 -0.0630
H 2.1029 1.1175 1.0455
H -0.7123 2.0598 -0.2982
*
```

Properties
LUMO energy (eV): 0.9
HOMO-LUMO gap (eV): 10.0
SMILES: Oc1cc(CF)[nH]n1


Unit: kJ/mol. Relative energies: P 0.0; Q 166.2.


## P
Molecular formula: C7H9N2O
Method: DFT, ωB97M-V/def2-TZVPD

Geometry as ORCA input:
```
! wB97M-V def2-TZVPD RIJCOSX def2/J DEFGRID3
* xyz 1 1
O -3.0619 0.5571 -1.7302
N 0.0303 -0.0140 0.0300
N -1.6084 -0.2460 1.4253
C 0.6291 -0.1717 1.2237
C 2.0613 -0.2943 1.3599
C -1.9090 0.4775 -1.6048
C -0.4624 -0.4797 2.0901
C -0.5946 0.3756 -2.2041
C 0.5486 0.4341 -1.2826
C -1.3053 -0.1772 0.1505
H 2.4302 -0.6636 0.4776
H -0.4546 -0.6516 3.1656
H -0.4581 -0.5360 -2.7752
H -2.4768 -0.5865 1.8369
H 1.0231 1.4236 -1.3036
H 2.2792 -0.9984 2.1978
H 2.4273 0.6881 1.6583
H 1.3769 -0.2715 -1.6144
H -0.4747 1.1346 -3.1007
*
```

Properties
LUMO energy (eV): -3.8
HOMO-LUMO gap (eV): 9.4


## Q
Molecular formula: C7H9N2O
Method: DFT, ωB97M-V/def2-TZVPD

Geometry as ORCA input:
```
! wB97M-V def2-TZVPD RIJCOSX def2/J DEFGRID3
* xyz 1 1
O 1.6459 0.9880 0.6766
N -0.8568 1.8010 -0.3822
N -2.6767 0.1850 0.5852
C -0.2961 0.7037 -0.9019
C -1.7031 -0.8631 0.6943
C 0.9521 0.2432 -0.3784
C 2.9127 -0.8161 0.0467
C 2.7401 0.2802 0.8741
C -2.6259 -1.0295 -0.1942
C 1.8151 -0.8404 -0.7735
H -0.8213 -1.0926 1.1964
H -1.0330 1.9030 0.6298
H 3.5347 0.7894 1.3751
H -3.2738 0.2161 1.5049
H -2.9793 -1.3968 -1.1198
H 1.5562 -1.7462 -1.2973
H -1.7297 2.0211 -0.9608
H -0.8129 0.2401 -1.7538
H 3.6517 -1.5861 0.1788
*
```

Properties
LUMO energy (alpha / beta) (eV): -5.1 / -5.1
HOMO-LUMO gap (alpha / beta) (eV): 6.8 / 6.8


Unit: kJ/mol. Relative energies: P 0.0; Q 387.5.


## P
Molecular formula: C18H37F6N5O9P
Method: DFT, ωB97M-V/def2-TZVPD

Geometry as ORCA input:
```
! wB97M-V def2-TZVPD RIJCOSX def2/J DEFGRID3
* xyz -1 1
P 0.7621 -0.4029 -0.4281
F -0.5250 0.0970 -1.2617
F 0.1683 0.2534 0.9911
F 1.7941 -0.9670 -1.6061
F 1.9392 -0.8866 0.6460
F 0.1067 -1.8611 -0.2715
F 1.5417 1.0281 -0.4870
O -3.0384 -4.5008 2.4980
O -1.3749 3.3752 4.3552
O 0.4359 2.6941 5.4289
O 0.7452 4.2924 -3.8277
O 1.7600 -5.1259 -3.5323
O -0.4066 5.5116 -0.1311
O -4.2980 -2.4889 -0.8196
O 6.2980 0.8203 1.2057
O -2.4837 -2.6009 3.7190
N 1.1042 -3.4507 -2.2435
N 4.1277 1.2722 1.3416
N -2.4159 -1.6883 -1.4195
N 0.7361 3.8194 -0.6968
N 0.0653 3.7271 -5.7860
C -1.3157 -3.1022 1.6411
C -0.0651 2.0781 -3.8161
C -0.7595 1.1525 4.0156
C 0.3968 4.0426 1.7005
C 5.0387 0.6193 -0.8818
C -0.5395 2.4714 4.7112
C -3.9870 -0.2520 -0.1832
C -2.5091 2.8699 3.6610
C -2.2569 -3.3556 2.7842
C -2.9398 -4.9769 1.2157
C -1.6387 -4.3202 0.7891
C 0.2086 4.5218 0.2477
C -2.1581 1.4509 3.3540
C 0.3235 3.3881 -4.5328
C 3.4793 -3.9394 -2.3920
C 2.0688 -4.2214 -2.8125
C 5.1832 0.8709 0.6536
C -3.5520 -1.5717 -0.7591
H 4.6686 -0.3731 -1.1392
H -1.8020 -4.0170 -0.2451
H -2.1599 -2.5653 -1.8502
H -3.2298 0.4981 -0.4113
H -0.0283 0.9252 3.2399
H 4.3578 1.3406 -1.3338
H -3.3001 2.8595 4.4109
H 3.8757 -2.9884 -2.7476
H -0.6596 3.1561 -6.1966
H -3.7962 -4.6726 0.6140
H -2.1462 1.2770 2.2781
H 6.0415 0.6277 -1.3090
H 0.1329 -3.7260 -2.2132
H 1.4445 4.1205 1.9907
H -2.9160 -6.0664 1.1897
H -0.2035 4.7212 2.3065
H -0.8317 0.3544 4.7545
H -1.8514 -2.2011 1.3422
H -0.0688 3.1278 2.0673
H 3.3660 -3.9826 -1.3087
H -0.2842 -3.0260 1.9849
H -0.8331 2.1470 -3.0457
H -2.7258 3.4305 2.7517
H -0.6170 1.3863 -4.4524
H 0.7899 1.6505 -3.2924
H -0.8355 -5.0154 0.5450
H 4.2279 -4.6963 -2.6262
H -2.9794 0.8032 3.6604
H 1.4289 -2.5393 -1.9534
H 3.1987 1.1585 0.9619
H -4.8682 0.2026 -0.6359
H -4.0583 -0.4597 0.8845
H 0.8092 4.2790 -1.5932
H -1.8026 -0.9334 -1.1473
H 4.2225 1.1960 2.3443
H 0.9537 2.8356 -0.6278
H 0.4602 4.5216 -6.2686
*
```

Properties
LUMO energy (eV): 2.2
HOMO-LUMO gap (eV): 9.2


## Q
Molecular formula: C18H37F6N5O9P
Method: DFT, ωB97M-V/def2-TZVPD

Geometry as ORCA input:
```
! wB97M-V def2-TZVPD RIJCOSX def2/J DEFGRID3
* xyz -1 1
P -0.3854 -0.4438 0.7688
F -0.7330 0.5100 -0.5407
F -0.3076 -1.8128 -0.0432
F -0.5689 0.9470 1.6089
F -2.0382 -0.5967 0.7906
F 1.1869 -0.2177 0.5466
F -0.3981 -1.2489 2.1944
O -0.5204 -3.4871 -4.7694
O -1.3116 4.1993 -3.4079
O 3.3171 -2.7602 -3.0035
O 1.4496 5.3707 0.5869
O 2.9299 3.1737 3.8805
O 0.0955 -5.9266 2.9987
O -3.4448 3.7955 -2.9465
O -5.1325 1.2886 3.7790
O -1.3180 -1.3962 -4.8028
N 0.7434 3.5473 1.6514
N 0.0064 -3.9770 1.8594
N -3.6155 1.7396 2.1897
N 2.4601 -2.0452 -1.0560
N 4.6388 1.9556 4.6281
C 3.0247 1.0247 2.9403
C -0.8449 -2.4534 -2.6453
C -2.8936 0.5615 4.2166
C -1.8981 1.9502 -3.0205
C 0.6092 4.4787 0.6890
C -0.2986 -3.8570 -2.5041
C 3.5028 2.0880 3.9000
C 0.1827 -4.3323 -3.8719
C -0.4216 2.0197 -3.5021
C 2.9577 -0.4039 -2.8261
C -0.1233 3.4946 -3.8018
C -0.4081 -4.8232 2.8455
C -1.5912 -4.3313 3.6439
C -2.3267 3.3967 -3.1622
C -1.0017 -2.3580 -4.1698
C -0.6012 4.3344 -0.2129
C -3.9850 1.1902 3.3633
C 2.8707 -1.8298 -2.3313
H -3.2798 0.4767 5.2296
H -0.8737 -4.5831 -1.9258
H -1.9292 1.6015 -1.9930
H 0.5846 -4.2997 1.1092
H -0.0524 -5.3776 -4.0747
H 0.3300 2.6320 1.5960
H 1.9393 -1.2583 -0.6725
H 3.0753 1.2952 1.8828
H 2.4274 -2.9846 -0.7110
H 1.3942 3.7521 2.3959
H -1.7868 -2.2694 -2.1454
H -0.6773 3.4845 -0.8918
H -2.4992 1.3255 -3.6764
H -0.2172 -2.9916 1.9904
H 1.2599 -4.2120 -4.0025
H -0.4881 5.1165 -0.9693
H 1.9802 0.7831 3.1186
H 3.9695 -0.0872 -3.0627
H -2.6665 -0.4648 3.9203
H -4.3720 1.9355 1.5542
H -2.3196 -4.0760 2.8700
H -1.9674 1.1308 4.1537
H -1.3680 -3.4790 4.2844
H -1.5192 4.4998 0.3459
H 0.5763 -3.8621 -1.8410
H -0.0763 -1.6803 -2.5987
H 4.8911 2.5806 5.3678
H 5.2665 1.2338 4.3151
H 2.2635 -0.3498 -3.6638
H 3.6902 0.1568 2.8859
H 0.2663 1.6199 -2.7540
H 2.6705 0.2874 -2.0278
H 0.7445 3.8548 -3.2571
H -2.7250 1.5008 1.7803
H -0.0659 3.6264 -4.8819
H -0.1858 1.4070 -4.3737
H -2.0675 -5.0900 4.2592
*
```

Properties
LUMO energy (eV): 2.2
HOMO-LUMO gap (eV): 9.4


Unit: kJ/mol. Relative energies: P 260.4; Q 0.0.